{"formula": "C5H6O4", "method": "ωB97M-V/def2-TZVPD", "smiles": "C[C@@H]1OC(=O)C(=O)[C@H]1O", "spin_multiplicity": 1, "lumo_energy_ev": -0.54, "gap_ev": 9.320, "e_homo_ev": -9.86, "e_above_lowest_ev": 1.8596, "species": ["C", "C", "O", "C", "O", "C", "O", "C", "O", "H", "H", "H", "H", "H", "H"], "positions_angstrom": [[-0.830985, -0.964161, 0.126690], [0.480886, -0.451358, -0.441184], [1.545918, -1.368973, -0.308476], [2.755955, -0.833929, -0.096782], [3.842529, -1.320439, -0.025521], [2.535153, 0.650590, 0.209560], [3.321293, 1.532864, 0.314008], [0.950941, 0.864660, 0.148412], [0.559123, 2.132865, -0.464234], [-0.855819, -1.103646, 1.256758], [-1.150455, -2.011731, -0.091599], [-1.773025, -0.308851, 0.027813], [0.229248, -0.333382, -1.576957], [0.503629, 0.854404, 1.159213], [0.957944, 2.342927, -1.247378]], "atomic_forces_ev_per_a": [[-2.1313, -0.9875, 2.7822], [-2.2177, 0.9537, -3.1478], [0.7685, -1.7269, 0.0381], [0.7286, 1.5629, 1.0524], [-0.7810, -1.0091, -0.4812], [-2.6266, 1.0097, -0.6594], [0.5390, -0.2919, 0.1196], [0.8716, 1.3387, 0.0965], [-1.8434, -2.4983, 4.3421], [0.8127, 0.6065, -0.9048], [0.5877, 0.8311, -0.9000], [1.8254, -0.6030, -0.6202], [0.9013, -0.0459, 1.6854], [0.5216, 0.5656, -0.2426], [2.0438, 0.2943, -3.1603]], "nbo_charge": [-0.663, 0.062, -0.469, 0.680, -0.491, 0.456, -0.430, -0.035, -0.692, 0.215, 0.242, 0.247, 0.191, 0.213, 0.475]}